No. 1
{"formula": "C6H4NOP", "method": "ωB97M-V/def2-TZVPD", "lumo_energy_ev": -1.678, "spin_multiplicity": 1, "energy_ev": -19108.192, "elements": ["C", "C", "C", "C", "C", "C", "N", "O", "P", "H", "H", "H", "H"], "coordinates": [[-0.11, -0.77, -0.15], [-0.13, 0.59, 0.08], [1.03, -1.55, -0.37], [0.97, 1.33, -0.03], [2.08, -0.66, -0.48], [2.13, 0.75, -0.32], [5.64, -0.41, 0.35], [3.40, 1.11, -0.19], [4.15, -0.50, 0.18], [-0.97, -1.38, -0.12], [-0.96, 1.09, 0.48], [1.07, -2.61, -0.59], [0.65, 2.40, -0.12]]}

=====

No. 2
{"formula": "C18H36F3N4O10PS", "method": "ωB97M-V/def2-TZVPD", "lumo_energy_ev": 0.092, "spin_multiplicity": 1, "energy_ev": -73958.566, "smiles": "N=P(O)(O)[C@@H]1C[C@H](CCC(F)=C(F)F)[C@@H](COO)OS1(=O)=O.CN(C)C=O.CN(C)C=O.CN(C)C=O", "elements": ["N", "P", "O", "O", "C", "C", "C", "C", "C", "C", "F", "C", "F", "F", "C", "C", "O", "O", "O", "S", "O", "O", "H", "H", "H", "H", "H", "H", "H", "H", "H", "H", "H", "H", "H", "H", "H", "C", "N", "C", "C", "O", "H", "H", "H", "H", "H", "H", "H", "C", "N", "C", "C", "O", "H", "H", "H", "H", "H", "H", "H", "C", "N", "C", "C", "O", "H", "H", "H", "H", "H", "H", "H"], "coordinates": [[5.57, -1.87, -0.20], [4.93, -1.36, 1.12], [5.94, -1.66, 2.31], [4.71, 0.21, 1.07], [3.32, -2.18, 1.47], [2.46, -2.31, 0.20], [1.00, -2.52, 0.62], [0.18, -2.93, -0.63], [-0.51, -4.28, -0.42], [-1.44, -4.35, 0.72], [-2.66, -3.77, 0.56], [-1.23, -4.97, 1.89], [-2.21, -5.24, 2.74], [-0.05, -5.42, 2.30], [0.57, -1.22, 1.29], [-0.94, -0.94, 1.27], [-1.43, -0.62, 2.56], [-1.25, 0.77, 2.81], [0.96, -1.32, 2.69], [2.52, -1.43, 2.91], [2.80, -2.31, 4.00], [3.04, -0.11, 3.10], [4.99, -2.56, -0.66], [5.49, -1.41, 3.15], [3.77, 0.42, 1.01], [3.58, -3.18, 1.79], [2.79, -3.14, -0.41], [2.52, -1.41, -0.40], [1.03, -3.35, 1.32], [0.89, -3.08, -1.43], [-0.50, -2.17, -0.98], [0.26, -5.03, -0.25], [-1.08, -4.55, -1.31], [1.13, -0.40, 0.84], [-1.11, -0.08, 0.63], [-1.54, -1.78, 0.94], [-1.83, 1.25, 2.17], [-4.17, 5.24, 0.88], [-3.14, 4.31, 0.43], [-2.60, 4.45, -0.91], [-2.67, 3.34, 1.22], [-1.80, 2.54, 0.89], [-5.04, 5.16, 0.23], [-3.79, 6.26, 0.84], [-4.47, 5.00, 1.90], [-2.76, 3.53, -1.47], [-1.52, 4.63, -0.86], [-3.08, 5.28, -1.42], [-3.14, 3.32, 2.22], [-3.26, -0.48, -5.32], [-2.65, -1.45, -4.42], [-3.38, -2.66, -4.07], [-1.43, -1.27, -3.90], [-0.88, -2.05, -3.15], [-4.19, -0.11, -4.89], [-3.48, -0.95, -6.28], [-2.59, 0.35, -5.48], [-3.53, -2.70, -2.99], [-2.82, -3.54, -4.38], [-4.35, -2.65, -4.57], [-0.95, -0.33, -4.22], [1.87, 5.14, 0.71], [2.01, 3.70, 0.64], [2.83, 3.00, 1.61], [1.41, 2.96, -0.31], [1.50, 1.75, -0.40], [2.85, 5.61, 0.61], [1.43, 5.43, 1.67], [1.23, 5.50, -0.09], [3.62, 2.47, 1.08], [2.21, 2.27, 2.14], [3.27, 3.70, 2.32], [0.80, 3.56, -1.01]]}